Density functional theory data (ωB97M-V with the def2-TZVPD basis set) for a cluster of 2 separate species, C6H18ClPSi2 in total in a non-equilibrium geometry.

Last column: Löwdin charge in e.
CARTESIAN COORDINATES (ANGSTROEM)
H -3.7929 -1.3191 0.6716  0.050
H 1.2064 -0.0774 -3.7276  0.052
Si -1.4537 -0.4866 0.8191  0.293
H -1.0399 -1.5794 2.9416  0.027
H 0.3751 1.3138 1.6303  0.000
H -3.7300 0.5344 1.1171  0.023
C -3.3414 -0.2963 0.5791  -0.211
H 1.9450 2.4256 -1.9198  0.058
H -1.8797 -2.7729 1.9270  0.010
P -0.7474 -1.0231 -1.2325  0.866
H 1.7186 -0.7484 1.2153  0.050
H -0.0868 -2.4763 1.7573  0.010
H 1.9717 2.3211 -0.2395  0.047
H 3.1773 -0.2137 0.4189  0.031
Cl -1.6173 3.2835 -0.7759  -0.318
C 1.3591 1.9035 -1.0903  -0.275
Si 1.2896 0.0485 -1.2040  0.272
H 3.0120 -0.3122 -3.2352  0.029
H -1.4200 1.8098 1.4842  -0.062
C 2.2813 -0.8003 0.1815  -0.229
H -3.3585 -0.0465 -0.4649  -0.016
H -0.9694 0.9909 2.8026  0.045
H 0.4147 2.5007 -0.9886  -0.133
C 1.9458 -0.5363 -2.9510  -0.279
C -1.0804 -2.0587 1.9539  -0.195
C -0.6675 1.0994 1.7184  -0.211
H 2.0605 -1.6382 -3.1910  0.027
H 2.4276 -1.8459 -0.1977  0.037

Results
Frontier orbital gap (alpha / beta) = 3.94 / 4.00 eV
Total charge = 0

---

Density functional theory data (ωB97M-V with the def2-TZVPD basis set) for the molecule C5H10O4 in a non-equilibrium geometry.

Last column: Löwdin charge in e.
CARTESIAN COORDINATES (ANGSTROEM)
O 1.9497 -1.1347 -0.0318  -0.097
H 0.3867 -1.8151 1.1892  0.152
H 1.4242 -1.4997 -0.7921  0.109
H -0.2197 2.3120 -0.4296  0.109
O -0.8626 -1.5897 -0.9436  0.111
H -0.2928 0.9696 2.5302  0.099
H 1.0924 2.2685 0.6908  0.171
H 1.9620 0.5407 -0.9507  0.097
H 1.5801 -0.5666 1.8821  0.141
C -1.0759 -0.5007 -0.4282  -0.471
H -2.2416 0.9367 -0.1383  0.116
H -1.1519 -0.4419 2.2870  0.120
H -1.7378 1.0679 1.5849  0.079
C 0.4897 1.5610 -0.0987  -0.156
C -0.1009 0.2548 0.5121  -0.397
C -0.8601 0.4819 1.7465  -0.069
O 1.3681 1.3181 -1.2564  -0.099
O -2.1221 0.2118 -0.7881  0.146
C 0.9695 -0.8331 0.9859  -0.161

Results
Frontier orbital gap = 10.75 eV
SMILES = CC(CO)(CO)C(=O)O
Total charge = 0

---

Density functional theory data (ωB97M-V with the def2-TZVPD basis set) for a cluster of 4 separate species, C65H70BN6O7S4 in total in a non-equilibrium geometry.

Last column: Löwdin charge in e.
CARTESIAN COORDINATES (ANGSTROEM)
H 1.8623 1.9623 5.4368  0.039
C -2.8722 1.2027 -0.7975  -1.096
H 4.9772 2.1559 0.9463  0.118
H -0.6772 2.8473 0.0824  0.083
C -3.1159 4.4449 -6.2816  -0.059
C -2.7889 -0.6617 1.2793  -0.479
H 3.2365 3.8742 0.0949  0.123
C -7.8240 8.4752 -6.2891  0.000
C -5.7924 7.0726 -6.5411  -0.277
H 0.4130 -6.3611 1.9330  0.144
H -0.1144 2.7763 -2.8844  0.078
H 3.9890 5.2199 6.2104  0.074
C -1.4368 -4.7493 -0.9255  -0.013
O 0.3071 -5.4116 1.7890  0.208
N 1.3983 0.0744 2.7551  0.128
C -4.2421 -5.6614 -4.0481  -0.082
C 2.9461 1.4806 1.3786  -0.159
H 0.4975 0.5279 2.7576  0.133
C -0.9819 -1.7268 2.7227  -0.090
H 4.0843 2.5271 4.9729  0.068
H -5.5271 -7.6518 -1.6246  0.121
N -2.1010 2.2317 -1.4103  -0.214
H 7.1636 -2.0435 4.3282  0.107
H 4.4148 3.0007 6.6228  0.103
O 4.9748 -5.3938 1.5995  0.071
H 9.5670 -2.6180 4.4118  0.111
H 0.6673 -2.6902 -2.6014  0.109
H -3.3270 6.3510 -7.2535  0.121
H 1.6478 3.2707 6.5834  0.076
H -1.5848 -5.2012 0.0448  0.103
C -5.7118 4.8440 -5.3799  -0.082
C 8.8843 -3.2292 3.8369  -0.048
C 8.0584 -7.1484 0.9202  -0.079
C 1.4928 -1.2487 2.7849  -0.316
H -0.2424 -4.5225 5.0450  0.079
H 0.3988 5.0143 4.4902  0.102
C -7.1102 5.0303 -4.8950  -0.278
H -1.1441 -0.9209 3.4492  0.141
C 2.3441 2.4940 6.2623  -0.098
H 3.2213 0.6779 0.6885  0.117
C -7.8032 6.3026 -5.2425  -0.084
C -9.0964 6.5140 -4.7806  -0.002
H -9.5817 5.7440 -4.1970  0.120
C 3.2016 5.5234 2.8040  -1.087
H -5.5126 2.9472 -4.4101  0.117
H 4.5780 4.5471 1.0337  0.119
O -3.6071 -6.4570 -0.5793  0.101
C -3.7303 3.4904 -5.4771  -0.063
O -5.2570 7.9015 -7.2445  0.111
H -2.8627 5.5591 -1.8033  0.086
H -0.7635 -6.0713 4.3397  0.079
N 0.9298 -3.3377 2.8365  0.113
C 6.6915 -6.8602 0.9222  -0.086
H -0.6651 -0.4616 1.0347  0.080
H -3.1961 2.5910 -5.1975  0.106
H 10.4111 -4.5840 3.1641  0.124
H -0.5962 2.3387 4.2495  0.047
H 2.5457 4.8625 5.2593  0.049
C -6.1649 -6.8504 -4.8561  -0.047
C 3.5870 4.5869 5.4218  -0.449
B 0.1796 -4.6632 2.8990  -0.492
S 2.7530 7.0744 2.7193  0.765
S 4.5338 5.0261 3.9209  0.871
O -3.0018 -4.1612 -5.3840  0.118
C -0.7301 2.2837 -0.8584  -0.275
H -1.6754 -4.5726 4.0484  0.078
H 1.5005 5.6394 0.7211  0.108
H -0.4513 1.2551 -0.6112  0.090
C -2.1596 -4.4459 -3.2038  -0.074
C 0.3196 4.2634 3.7027  -0.234
H 1.2164 3.6463 3.7509  0.063
C 0.2241 4.9961 2.3481  -0.183
C -0.1796 -3.3382 -2.4164  -0.050
C -2.1543 4.7317 -1.7627  -0.069
H -1.2789 -2.0825 0.6208  0.100
C 6.2839 -8.8098 -0.4214  -0.053
C 9.3607 -4.3284 3.1431  0.006
H 1.1778 3.9212 0.7475  0.078
C -2.8576 3.5010 -1.2117  -0.241
C -3.7939 5.6005 -6.6307  0.000
H 8.0166 -9.9544 -0.9645  0.112
C -5.0263 3.6869 -5.0317  -0.008
H -6.8589 -7.0750 -5.6548  0.112
C -3.4630 -5.9652 -1.6798  -0.277
H 0.3453 -3.7031 -0.3646  0.092
C 7.6462 -9.0879 -0.4334  -0.046
H 9.5926 -8.4678 0.2357  0.124
C -1.3644 -1.2496 1.3207  -0.206
C 8.5316 -8.2597 0.2357  0.006
H -7.1066 -8.1779 -3.4566  0.111
C 0.2978 2.8026 -1.8780  -0.074
H 0.0839 6.0644 2.5073  0.086
H 4.7511 -7.4706 0.2618  0.115
O -7.6587 4.1749 -4.2328  0.105
H -9.6157 9.6157 -6.0320  0.109
H -0.6632 4.6282 1.8227  0.089
C 7.1243 -4.8093 2.3787  -0.084
H 1.2302 2.2419 -1.8164  0.068
C 2.5914 0.9253 2.7513  -0.168
H -3.8047 3.3774 -1.7430  0.111
C -6.3056 -7.4690 -3.6186  -0.049
C -9.1081 8.6849 -5.8163  -0.053
S -3.8332 0.2568 -1.6765  0.762
C 9.0274 -6.2860 1.6544  -0.275
C -5.1361 -5.9489 -5.0713  0.004
O 10.2142 -6.5232 1.6413  0.121
H -3.3288 -0.8331 2.2153  0.082
C -2.3327 -5.0281 -1.9494  -0.076
H 3.4271 0.3580 3.1587  0.126
C 5.8079 -7.6977 0.2514  -0.006
C -5.4239 -7.1791 -2.5914  0.000
H -3.1078 3.6604 -0.1523  0.104
C 3.6927 3.9115 1.0862  -0.169
C -7.1683 7.2831 -6.0084  -0.083
H 2.4048 1.7720 3.4140  0.088
C -0.3618 -3.9082 -1.1596  -0.081
H -2.1052 4.2865 -6.6347  0.107
C 4.1059 2.4982 1.5057  -0.165
C 6.6553 -3.6959 3.0664  -0.009
H -0.9519 -3.1645 -4.4150  0.124
C 7.5319 -2.9086 3.7925  -0.057
H -1.6498 3.3710 3.2533  0.049
C -3.1279 -4.7083 -4.3113  -0.275
C 3.6882 3.0991 5.8139  -0.289
C -9.7466 7.7019 -5.0678  -0.054
N 2.6917 4.4782 2.0313  -0.198
H -3.3754 -1.1641 0.5111  0.040
H 4.3889 2.5679 2.5582  0.068
H -7.3200 9.2298 -6.8769  0.122
H 2.4738 1.7776 7.0731  0.072
H 5.6026 -3.4519 3.0270  0.101
H -5.0158 -5.4648 -6.0305  0.123
C -0.9017 3.3715 4.0455  -0.085
H 2.9019 -4.0698 2.8188  0.147
C -1.0792 -3.6028 -3.4348  0.007
C 8.4856 -5.1182 2.4090  -0.077
N 0.4319 -2.0677 2.7899  0.044
H 0.5475 3.8470 -1.6749  0.058
C -0.6727 -5.0007 4.1614  0.031
S -2.7984 1.1127 0.9961  0.899
C -5.0904 5.8076 -6.1758  -0.081
H -1.3130 5.0273 -1.1325  0.063
H 2.0610 1.9632 0.9531  0.090
C 1.4068 4.7736 1.3910  -0.229
H -1.5908 -2.5637 3.0597  0.124
C -4.3916 -6.2728 -2.7998  -0.086
H -1.3946 3.7187 4.9549  0.073
H 5.5943 -9.4623 -0.9402  0.109
N 2.6299 -1.9546 2.8048  0.200
H -10.7531 7.8658 -4.7062  0.109
H -1.7706 4.5566 -2.7676  0.075
C 6.1621 -5.6639 1.6290  -0.273
C 2.2450 -3.2095 2.8249  -0.059

Results
Frontier orbital gap = 7.25 eV
Total charge = +1

---

Please write out number 1 again, unchanged.
Density functional theory data (ωB97M-V with the def2-TZVPD basis set) for a cluster of 2 separate species, C6H18ClPSi2 in total in a non-equilibrium geometry.

Last column: Löwdin charge in e.
CARTESIAN COORDINATES (ANGSTROEM)
H -3.7929 -1.3191 0.6716  0.050
H 1.2064 -0.0774 -3.7276  0.052
Si -1.4537 -0.4866 0.8191  0.293
H -1.0399 -1.5794 2.9416  0.027
H 0.3751 1.3138 1.6303  0.000
H -3.7300 0.5344 1.1171  0.023
C -3.3414 -0.2963 0.5791  -0.211
H 1.9450 2.4256 -1.9198  0.058
H -1.8797 -2.7729 1.9270  0.010
P -0.7474 -1.0231 -1.2325  0.866
H 1.7186 -0.7484 1.2153  0.050
H -0.0868 -2.4763 1.7573  0.010
H 1.9717 2.3211 -0.2395  0.047
H 3.1773 -0.2137 0.4189  0.031
Cl -1.6173 3.2835 -0.7759  -0.318
C 1.3591 1.9035 -1.0903  -0.275
Si 1.2896 0.0485 -1.2040  0.272
H 3.0120 -0.3122 -3.2352  0.029
H -1.4200 1.8098 1.4842  -0.062
C 2.2813 -0.8003 0.1815  -0.229
H -3.3585 -0.0465 -0.4649  -0.016
H -0.9694 0.9909 2.8026  0.045
H 0.4147 2.5007 -0.9886  -0.133
C 1.9458 -0.5363 -2.9510  -0.279
C -1.0804 -2.0587 1.9539  -0.195
C -0.6675 1.0994 1.7184  -0.211
H 2.0605 -1.6382 -3.1910  0.027
H 2.4276 -1.8459 -0.1977  0.037

Results
Frontier orbital gap (alpha / beta) = 3.94 / 4.00 eV
Total charge = 0

---

- Look up the total charge of the third one.
  +1

---

- Which formula does entry 2 have?
  C5H10O4

---

- Among the records above, which one has the highest total charge?
  C65H70BN6O7S4